The following is a quantum chemistry calculation of one molecule with the formula C3H4O2, from the Open Molecules 2025 dataset.

## Properties
energy	-7269.591	eV
highest occupied orbital energy	-9.625	eV
SMILES string	C=C(O)C=O
total charge	0
relative energy (zero: lowest compared OMol25 entry of this formula, charge and spin)	25.3	kcal/mol
molecular weight	72.06	g mol⁻¹
LUMO level	0.27	eV
gap between HOMO and LUMO	9.90	eV

Structure (XYZ):
```
9
Properties=species:S:1:pos:R:3:forces:R:3:nbo_charge:R:1
C 1.024335 -0.635062 -0.220577 -0.08 0.10 0.04 -0.454
C 0.053453 0.213476 0.118168 0.15 -0.44 -0.17 0.187
O 0.185419 1.462446 0.638249 0.21 0.04 -0.05 -0.667
C -1.380332 -0.141615 -0.103738 -0.16 -0.46 -0.08 0.384
O -1.764225 -1.278421 -0.249145 0.10 0.59 0.01 -0.497
H 1.125750 1.666548 0.712482 -0.10 0.08 0.04 0.485
H 2.083266 -0.414207 -0.114612 -0.18 0.07 0.03 0.201
H 0.744877 -1.596669 -0.633934 -0.01 0.12 0.08 0.234
H -2.072544 0.723506 -0.146892 0.06 -0.12 0.09 0.127
```
Forces are in eV/Å.